1.
Here is the ion C15H23N4O with charge +1 at a distorted geometry from the OMol25 dataset. Energies are from ωB97M-V/def2-TZVPD.

Calculated values
Charge: +1
Multiplicity: 1
Electronic energy, eV: -23930.15572
E_LUMO, eV: -2.63
Largest force on an atom, eV/A: 1.10
SMILES: CN(C)C(=O)Cc1c[nH]c(CCCCn2cccc2)[nH+]1

Last column: natural (NBO) charge in e.
Cartesian coordinates (Å):
C  -0.82  2.89  -2.44  -0.423
N  -0.60  1.66  -3.24  -0.462
C  0.78  1.64  -3.77  -0.415
C  -0.87  0.51  -2.51  0.715
O  -0.02  -0.25  -2.11  -0.589
C  -2.33  0.20  -2.23  -0.541
C  -2.60  0.40  -0.78  0.168
C  -3.75  0.60  -0.08  -0.064
N  -3.39  0.72  1.25  -0.460
C  -2.07  0.62  1.38  0.472
C  -1.25  0.71  2.61  -0.462
C  -0.13  -0.35  2.67  -0.408
C  1.20  0.17  2.12  -0.408
C  2.37  -0.75  2.40  -0.195
N  2.49  -1.85  1.46  -0.353
C  3.56  -2.71  1.48  -0.078
C  3.36  -3.64  0.49  -0.279
C  2.14  -3.35  -0.17  -0.309
C  1.64  -2.23  0.46  -0.036
N  -1.58  0.41  0.16  -0.490
H  -1.81  3.32  -2.61  0.216
H  -0.11  3.63  -2.79  0.233
H  -0.63  2.73  -1.38  0.176
H  1.04  0.68  -4.18  0.230
H  0.87  2.42  -4.53  0.214
H  1.49  1.89  -2.98  0.188
H  -2.55  -0.82  -2.53  0.278
H  -2.94  0.89  -2.80  0.257
H  -4.74  0.65  -0.47  0.257
H  -4.04  0.86  2.01  0.451
H  -1.90  0.69  3.48  0.248
H  -0.78  1.69  2.61  0.250
H  0.03  -0.55  3.73  0.234
H  -0.44  -1.29  2.23  0.228
H  1.19  0.37  1.05  0.197
H  1.39  1.13  2.60  0.222
H  3.28  -0.15  2.31  0.215
H  2.34  -1.13  3.42  0.206
H  4.39  -2.63  2.16  0.219
H  4.00  -4.47  0.25  0.228
H  1.68  -3.88  -0.98  0.228
H  0.74  -1.68  0.24  0.174
H  -0.59  0.26  0.01  0.469

---

2.
Here is an isolated molecule of C2HFO at a distorted geometry from the OMol25 dataset. Energies are from ωB97M-V/def2-TZVPD.

Calculated values
Multiplicity: 1
Relative energy (zero: lowest compared OMol25 entry of this formula, charge and spin), kcal/mol: 62.6
Electronic energy, eV: -6850.31401
E_LUMO (spin up / spin down), eV: 0.79 / 0.79
Largest force on an atom, eV/A: 5.08
SMILES: FC1=CO1

Last column: natural (NBO) charge in e.
Cartesian coordinates (Å):
F  0.38  1.78  0.15  -0.251
C  -0.01  0.56  -0.06  0.759
C  -0.11  -0.74  0.45  -0.233
O  -0.73  -0.01  -0.91  -0.468
H  0.48  -1.58  0.36  0.194

---

3.
Here is a cluster of 2 separate species, C4H10O3 in total from the OMol25 dataset. Energies are from ωB97M-V/def2-TZVPD.

Calculated values
Multiplicity: 1
Relative energy (zero: lowest compared OMol25 entry of this formula, charge and spin), kcal/mol: 102.2
Electronic energy, eV: -10448.81076
E_LUMO, eV: 0.39
Largest force on an atom, eV/A: 0.51

Last column: natural (NBO) charge in e.
Cartesian coordinates (Å):
C  -0.96  1.58  1.25  -0.274
O  -0.11  2.00  0.16  -0.511
C  -0.69  2.05  -1.01  0.082
C  0.67  -0.83  -0.96  -0.097
O  1.58  -0.27  -0.02  -0.747
C  0.14  -2.12  -0.34  -0.084
O  -0.33  -1.86  0.97  -0.722
H  -0.50  1.96  2.17  0.194
H  -1.00  0.49  1.25  0.219
H  -1.96  2.00  1.10  0.209
H  -0.18  -0.16  -1.15  0.169
H  0.16  2.31  -1.68  0.078
H  1.17  -1.03  -1.91  0.173
H  1.38  0.68  0.06  0.488
H  0.93  -2.88  -0.34  0.162
H  -0.70  -2.50  -0.93  0.184
H  0.42  -1.40  1.38  0.476

---

4.
Here is a structure of composition C43H52BCdN8O2S4 from the OMol25 dataset. Energies are from ωB97M-V/def2-TZVPD.

Calculated values
Charge: +1
Multiplicity: 1
Electronic energy, eV: -110031.04711
E_LUMO, eV: -3.41
Largest force on an atom, eV/A: 0.54

Last column: Löwdin charge in e.
Cartesian coordinates (Å):
Cd  -2.26  0.80  -0.08  1.121
C  -0.53  -1.34  4.07  -0.048
C  0.44  -1.34  2.94  -0.245
C  1.37  -2.32  2.78  0.078
C  2.22  -2.32  1.64  -0.195
N  2.14  -1.38  0.74  0.190
N  1.23  -0.40  0.92  0.037
B  1.18  0.62  -0.21  -0.701
N  0.58  0.11  -1.51  0.123
N  1.92  0.24  -1.53  0.231
C  2.65  0.14  -2.60  -0.107
C  1.93  -0.24  -3.77  0.096
C  0.58  -0.43  -3.78  -0.210
C  -0.16  -0.82  -5.01  -0.052
C  -0.19  -0.20  -2.56  -0.703
S  -1.85  -0.30  -2.48  0.681
C  4.10  0.54  -2.54  -0.521
C  4.14  2.07  -2.34  -0.011
C  4.78  -0.14  -1.35  -0.033
C  4.83  0.18  -3.84  -0.044
N  1.31  2.07  0.18  -0.005
N  2.40  2.15  0.97  0.182
C  2.73  3.30  1.47  -0.191
C  1.96  4.46  1.16  0.084
C  0.88  4.38  0.35  -0.234
C  0.05  5.57  0.02  -0.058
C  0.52  3.09  -0.18  -0.662
S  -0.83  2.89  -1.18  0.665
C  3.95  3.30  2.39  -0.543
C  4.37  4.72  2.77  -0.055
C  3.58  2.52  3.65  -0.032
C  5.12  2.60  1.68  -0.041
C  0.37  -0.32  1.95  -0.623
S  -0.77  0.95  2.05  0.699
C  3.29  -3.38  1.40  -0.540
C  3.19  -4.53  2.41  -0.054
C  3.10  -3.95  -0.02  -0.036
C  4.67  -2.72  1.52  -0.027
H  -0.40  -2.23  4.69  0.090
H  -1.55  -1.31  3.69  0.083
H  -0.41  -0.45  4.69  0.090
H  1.43  -3.12  3.49  0.122
H  2.48  -0.38  -4.69  0.124
H  0.53  -1.03  -5.83  0.090
H  -0.83  -0.02  -5.31  0.097
H  -0.78  -1.69  -4.82  0.088
H  3.70  2.35  -1.38  0.068
H  3.60  2.59  -3.14  0.099
H  5.17  2.41  -2.36  0.098
H  4.25  0.07  -0.42  0.057
H  5.80  0.23  -1.26  0.101
H  4.82  -1.22  -1.48  0.087
H  4.42  0.71  -4.70  0.091
H  4.79  -0.89  -4.04  0.097
H  5.88  0.46  -3.74  0.097
H  2.24  5.41  1.59  0.120
H  0.43  6.46  0.51  0.087
H  -0.99  5.40  0.33  0.090
H  0.02  5.73  -1.06  0.086
H  3.60  5.23  3.35  0.089
H  4.60  5.32  1.89  0.093
H  5.26  4.67  3.39  0.093
H  2.75  2.99  4.18  0.094
H  4.43  2.48  4.33  0.092
H  3.28  1.50  3.40  0.076
H  5.39  3.12  0.76  0.087
H  4.86  1.57  1.43  0.065
H  5.99  2.59  2.33  0.092
H  2.22  -5.03  2.37  0.090
H  3.37  -4.19  3.43  0.089
H  3.95  -5.27  2.17  0.095
H  2.15  -4.48  -0.10  0.082
H  3.90  -4.65  -0.24  0.093
H  3.11  -3.15  -0.76  0.066
H  4.82  -2.33  2.53  0.094
H  4.77  -1.89  0.82  0.056
H  5.44  -3.45  1.31  0.094
C  -9.24  0.78  -3.81  -0.045
C  -8.20  0.88  -2.73  -0.264
C  -6.86  0.62  -2.99  -0.030
C  -5.91  0.71  -1.99  -0.054
C  -6.30  1.06  -0.71  -0.289
C  -7.63  1.32  -0.42  -0.045
C  -8.57  1.23  -1.43  -0.027
S  -5.09  1.18  0.58  0.564
O  -4.15  2.24  0.21  -0.434
O  -5.81  1.32  1.82  -0.287
N  -4.16  -0.10  0.48  -0.260
C  -4.50  -1.38  0.86  -0.266
C  -5.75  -1.81  1.23  -0.010
C  -5.99  -3.15  1.58  -0.061
C  -4.99  -4.08  1.55  -0.046
C  -3.69  -3.69  1.16  -0.156
C  -2.61  -4.60  1.09  -0.004
C  -1.38  -4.16  0.68  -0.050
C  -1.22  -2.79  0.37  -0.164
N  -2.19  -1.91  0.45  0.060
C  -3.43  -2.34  0.83  -0.163
H  -8.79  0.51  -4.77  0.075
H  -9.76  1.74  -3.94  0.086
H  -9.99  0.03  -3.56  0.086
H  -6.56  0.34  -3.99  0.113
H  -4.87  0.49  -2.21  0.083
H  -7.92  1.59  0.59  0.115
H  -9.61  1.44  -1.21  0.120
H  -6.57  -1.10  1.28  0.104
H  -6.99  -3.45  1.87  0.111
H  -5.17  -5.12  1.81  0.111
H  -2.78  -5.63  1.34  0.121
H  -0.54  -4.83  0.60  0.097
H  -0.26  -2.43  0.03  0.092

---

5.
Here is the ion C5H12NO with charge +1 at a distorted geometry from the OMol25 dataset. Energies are from ωB97M-V/def2-TZVPD.

Calculated values
Charge: +1
Multiplicity: 1
Relative energy (zero: lowest compared OMol25 entry of this formula, charge and spin), kcal/mol: 62.8
Electronic energy, eV: -8907.90486
E_LUMO, eV: -3.01
Largest force on an atom, eV/A: 4.89
SMILES: C[NH+](C)[C@]1(C)CO1

Last column: natural (NBO) charge in e.
Cartesian coordinates (Å):
C  1.19  -0.48  1.40  -0.439
N  0.46  0.42  0.49  -0.350
C  1.27  0.96  -0.66  -0.386
C  -0.79  -0.20  -0.02  0.389
C  -0.64  -1.33  -0.95  -0.683
C  -1.89  0.88  -0.09  -0.103
O  -1.76  -0.08  0.97  -0.456
H  1.73  -1.16  0.74  0.227
H  1.90  0.10  2.20  0.267
H  0.34  -1.01  1.92  0.249
H  0.28  1.20  1.03  0.434
H  2.01  0.21  -0.95  0.229
H  0.59  0.96  -1.41  0.222
H  1.63  1.86  -0.45  0.228
H  -0.22  -2.16  -0.51  0.241
H  -0.07  -1.22  -1.76  0.246
H  -1.55  -1.57  -1.43  0.272
H  -1.77  1.92  0.21  0.201
H  -2.71  0.70  -0.71  0.212

---

6.
Here is a structure of composition C28H29MoN4O6S from the OMol25 dataset. Energies are from ωB97M-V/def2-TZVPD.

Calculated values
Charge: +3
Multiplicity: 1
Relative energy (zero: lowest compared OMol25 entry of this formula, charge and spin), kcal/mol: 2.2
Electronic energy, eV: -60418.60354
E_LUMO, eV: -11.09
Largest force on an atom, eV/A: 0.22

Last column: natural (NBO) charge in e.
Cartesian coordinates (Å):
Mo  0.08  -0.17  -0.18  1.717
C  -1.57  -4.76  2.81  -0.263
O  -1.40  -3.47  2.18  -0.513
C  -1.25  -2.40  3.00  0.262
C  -1.31  -2.40  4.38  -0.217
C  -1.16  -1.22  5.11  -0.142
C  -0.95  -0.01  4.48  -0.168
C  -0.86  0.02  3.08  -0.172
C  -0.79  1.26  2.38  0.215
N  -0.58  1.36  1.10  -0.302
N  -0.85  2.54  0.49  -0.293
C  -1.07  2.34  -0.77  0.556
O  -0.94  1.06  -1.21  -0.569
C  -1.46  3.36  -1.72  -0.122
C  -1.50  3.07  -3.09  -0.182
C  -1.86  4.06  -3.98  -0.194
C  -2.18  5.33  -3.52  -0.129
C  -2.14  5.62  -2.16  -0.194
C  -1.78  4.64  -1.25  -0.156
C  -1.01  -1.18  2.35  0.352
O  -0.97  -1.15  1.02  -0.562
H  -1.61  -5.47  2.00  0.218
H  -2.50  -4.78  3.38  0.206
H  -0.72  -4.99  3.44  0.206
H  -1.48  -3.32  4.92  0.259
H  -1.22  -1.26  6.19  0.261
H  -0.86  0.91  5.05  0.253
H  -1.01  2.19  2.90  0.262
H  -1.24  2.08  -3.44  0.216
H  -1.89  3.85  -5.04  0.239
H  -2.46  6.10  -4.22  0.246
H  -2.39  6.61  -1.81  0.247
H  -1.75  4.85  -0.19  0.239
C  6.97  2.91  -2.09  -0.271
O  5.56  2.57  -2.22  -0.404
C  4.95  1.88  -1.31  0.482
C  5.55  1.40  -0.12  -0.299
C  4.82  0.68  0.77  -0.040
C  3.44  0.38  0.54  -0.288
C  2.69  -0.40  1.41  0.599
C  3.17  -1.03  2.66  -0.694
O  1.42  -0.66  1.16  -0.637
C  2.86  0.90  -0.66  0.433
O  1.55  0.67  -0.92  -0.547
C  3.57  1.63  -1.56  -0.290
H  7.20  3.47  -2.98  0.244
H  7.56  2.00  -2.04  0.210
H  7.11  3.53  -1.20  0.210
H  6.59  1.61  0.08  0.267
H  5.30  0.33  1.67  0.246
H  4.23  -0.93  2.83  0.254
H  2.91  -2.09  2.64  0.271
H  2.63  -0.58  3.50  0.270
H  3.12  2.01  -2.46  0.271
S  -0.17  -1.85  -1.83  0.130
C  -1.87  -2.37  -1.73  0.396
N  -2.63  -2.10  -2.78  -0.522
C  -4.02  -2.58  -2.89  -0.227
C  -4.19  -3.84  -2.07  -0.439
C  -3.68  -3.61  -0.65  -0.225
N  -2.31  -3.07  -0.71  -0.536
H  -2.21  -1.61  -3.55  0.443
H  -4.21  -2.76  -3.95  0.255
H  -4.69  -1.78  -2.56  0.228
H  -3.64  -4.66  -2.53  0.237
H  -5.24  -4.12  -2.03  0.272
H  -3.63  -4.54  -0.09  0.244
H  -4.31  -2.91  -0.11  0.223
H  -1.70  -3.19  0.10  0.458

---

7.
Here is a structure of composition C13H19P2Tb at a distorted geometry from the OMol25 dataset. Energies are from ωB97M-V/def2-TZVPD.

Calculated values
Multiplicity: 7
Electronic energy, eV: -54792.82317
E_LUMO (spin up / spin down), eV: -0.57 / -0.52
Largest force on an atom, eV/A: 2.79

Last column: Löwdin charge in e.
Cartesian coordinates (Å):
C  3.72  -1.48  -0.34  -0.253
C  4.15  -2.79  0.03  -0.192
C  3.74  -3.69  -0.99  -0.189
C  3.06  -2.96  -1.99  -0.198
C  3.02  -1.58  -1.61  -0.262
Tb  1.37  1.25  -0.32  0.774
P  3.12  3.30  0.06  0.490
H  3.91  -0.54  0.17  0.024
H  4.74  -3.00  0.91  0.060
H  3.89  -4.76  -0.96  0.063
H  2.62  -0.73  -2.19  0.027
H  2.62  -3.34  -2.91  0.062
H  3.74  3.85  -1.14  -0.115
H  4.30  2.87  0.80  -0.110
H  2.69  4.48  0.78  -0.130
C  -0.24  1.17  1.54  -0.379
P  -1.09  0.69  -0.16  0.756
C  -0.27  -0.95  -0.28  -0.333
C  -2.82  0.62  0.02  -0.430
C  -3.59  1.54  -0.72  -0.095
C  -4.94  1.66  -0.42  -0.078
C  -5.51  0.89  0.60  -0.061
C  -4.75  -0.06  1.30  -0.074
C  -3.39  -0.19  1.03  -0.088
H  0.57  0.47  1.87  0.030
H  -1.10  1.06  2.21  0.048
H  0.10  2.23  1.54  -0.007
H  -0.94  -1.60  0.29  0.049
H  -0.22  -1.34  -1.31  0.055
H  0.75  -1.04  0.18  0.010
H  -3.13  2.12  -1.50  0.101
H  -5.54  2.39  -0.98  0.115
H  -6.57  1.02  0.84  0.109
H  -5.21  -0.67  2.06  0.106
H  -2.79  -0.92  1.58  0.113